109
Properties=species:S:1:pos:R:3 method="wB97M-V/def2-TZVPD" gap_ev=6.28 e_homo_ev=-8.33 charge=+1 lumo_ev=-2.0463 e_tot_ev=-141788.0624
Pb 19.20010 22.82270 -23.74713
Br 17.98475 25.87406 -21.30395
C 20.20346 19.30032 -24.13128
O 20.00263 20.49301 -23.87519
N 19.78365 18.33324 -23.39763
N 20.70006 18.87828 -25.28288
H 20.11696 17.40544 -23.61717
H 19.35749 18.53151 -22.50367
H 20.80524 19.57909 -26.00255
H 20.92514 17.91384 -25.48108
C 21.77571 23.54186 -21.08652
O 20.86513 23.13890 -21.83938
N 21.66679 24.53573 -20.30375
N 22.92843 23.00409 -21.14144
H 22.42277 24.86140 -19.71849
H 20.78243 25.01553 -20.39200
H 23.07362 22.10774 -21.58368
H 23.67048 23.41726 -20.59486
C 23.14632 19.48873 -21.20087
O 23.14237 20.27083 -22.09875
N 24.25417 18.95865 -20.66183
N 22.13962 18.88715 -20.67864
H 24.17415 18.22786 -19.96927
H 25.13218 19.23491 -21.07763
H 21.29695 19.01733 -21.21997
H 22.14956 18.11769 -20.02446
C 17.53834 20.99499 -26.67464
O 18.30221 21.60076 -25.85573
N 16.24030 21.21653 -26.77665
N 17.90667 20.16504 -27.60540
H 15.64119 20.75219 -27.44414
H 15.80241 21.77633 -26.05904
H 17.24567 19.76901 -28.25834
H 18.90577 20.05484 -27.70418
C 22.29033 22.32761 -25.53100
O 21.13615 22.65155 -25.28598
N 22.96954 22.93983 -26.35811
N 23.02929 21.35776 -24.99383
H 22.48632 23.58721 -26.96433
H 23.92987 22.72875 -26.58899
H 22.68398 20.87636 -24.17584
H 23.92945 21.13429 -25.39367
C 15.86630 24.08600 -18.33725
O 15.90270 25.24124 -18.75534
N 15.30479 23.81357 -17.15302
N 16.48274 23.07880 -18.91022
H 14.76554 24.59772 -16.81479
H 15.42766 22.94106 -16.65931
H 16.90692 23.20539 -19.81804
H 16.11725 22.16433 -18.68610
C 18.86744 20.28989 -19.84173
O 18.88201 20.48222 -21.05058
N 18.89522 19.12450 -19.29217
N 18.90145 21.25244 -18.96159
H 18.63627 18.29771 -19.81125
H 18.72288 19.07511 -18.29821
H 18.88753 22.25182 -19.10698
H 18.66367 20.97978 -18.01862
C 15.83774 20.19545 -22.45493
C 16.20993 21.44389 -23.27706
C 14.89771 22.17477 -23.85349
O 15.26024 22.95044 -24.87605
C 14.18132 23.57241 -25.50170
N 17.13918 22.18477 -22.46406
H 14.95611 20.31665 -21.82554
H 16.69324 19.88337 -21.85591
H 15.40852 19.46186 -23.13736
H 16.75433 20.93595 -24.07312
H 14.39040 22.70404 -23.04690
H 14.16149 21.45160 -24.20435
H 13.57194 22.89036 -26.09463
H 14.42884 24.37179 -26.20015
H 13.45521 24.01312 -24.81858
H 16.66212 22.98501 -22.07404
H 17.51807 21.60604 -21.72811
C 17.38793 25.95974 -26.63079
C 18.34089 25.17754 -25.79779
C 19.41380 25.95443 -25.17698
O 20.36577 25.10677 -24.52771
C 21.37634 25.99015 -24.04850
N 17.51486 24.68511 -24.62937
H 16.55269 25.41163 -27.06674
H 17.93982 26.48878 -27.40773
H 16.92931 26.72786 -26.00809
H 18.61817 24.27925 -26.34942
H 19.13312 26.83143 -24.59372
H 20.02815 26.33590 -25.99255
H 21.88728 26.57302 -24.81487
H 22.05350 25.45575 -23.38219
H 20.82698 26.68899 -23.41769
H 17.26523 25.39576 -23.95651
H 16.65913 24.23952 -24.92819
C 17.38150 27.33470 -32.28938
C 17.96189 26.77615 -30.99641
C 17.75331 25.20313 -30.94954
O 17.78762 24.78141 -29.61407
C 17.64229 23.40988 -29.45037
N 19.42305 26.99387 -31.07938
H 17.92604 26.95211 -33.15262
H 17.33204 28.41350 -32.14150
H 16.29932 27.21444 -32.33964
H 17.62816 27.25918 -30.07804
H 18.53640 24.65235 -31.47060
H 16.85049 24.99943 -31.52531
H 16.68680 22.95133 -29.70507
H 17.91448 23.06520 -28.45277
H 18.29134 22.81249 -30.09065
H 19.65356 26.33032 -30.35366
H 19.74816 26.52800 -31.91446